Below is C39H58BKN3O3S as an isolated structure, with properties calculated with ωB97M-V/def2-TZVPD.

The geometry in XYZ format:
```
106
Properties=species:S:1:pos:R:3:forces:R:3
K -0.725 -1.278 -0.843 -0.1894 -0.0875 -0.0239
C -3.683 -1.379 -0.046 0.0146 0.0050 0.0224
C -3.065 -2.245 0.890 0.0088 0.0254 0.0115
C -2.301 -1.410 1.771 0.0018 0.0052 0.0042
C -2.489 -0.071 1.335 0.0306 0.0291 0.0004
C -3.341 -0.046 0.218 0.0128 0.0250 0.0470
C -3.944 1.186 -0.429 -0.0027 -0.0005 -0.0068
C -2.909 2.307 -0.567 0.0014 0.0021 0.0162
C -4.492 0.865 -1.821 0.0059 0.0004 -0.0003
C -5.102 1.701 0.443 -0.0032 -0.0010 -0.0056
C -1.347 -1.734 2.926 0.0011 0.0048 0.0126
C -0.891 -0.447 3.632 0.0034 0.0106 -0.0073
C -0.064 -2.411 2.411 -0.0142 0.0002 0.0028
C -1.991 -2.587 4.029 -0.0004 0.0014 -0.0144
C -3.443 -3.734 0.914 0.0135 -0.0042 -0.0121
C -2.284 -4.710 1.161 0.0041 0.0222 0.0015
C -4.545 -3.968 1.963 -0.0013 -0.0029 -0.0026
C -4.034 -4.156 -0.442 0.0002 -0.0035 -0.0019
H -4.340 -1.697 -0.841 0.0041 0.0079 0.0014
H -2.094 0.808 1.826 -0.0270 -0.0018 0.0093
H -2.097 2.002 -1.229 -0.0001 -0.0025 -0.0025
H -2.480 2.566 0.404 -0.0028 -0.0005 -0.0050
H -3.371 3.210 -0.981 -0.0003 0.0020 -0.0041
H -3.705 0.475 -2.470 0.0011 0.0034 -0.0013
H -4.906 1.766 -2.285 -0.0013 -0.0007 -0.0005
H -5.285 0.118 -1.768 -0.0013 -0.0026 0.0005
H -4.739 1.963 1.439 0.0013 -0.0004 -0.0015
H -5.859 0.923 0.559 -0.0009 -0.0004 -0.0014
H -5.572 2.586 -0.002 -0.0003 -0.0003 0.0010
H -0.328 0.203 2.959 -0.0023 -0.0071 0.0110
H -0.233 -0.702 4.469 0.0020 -0.0003 0.0034
H -1.742 0.116 4.021 0.0016 -0.0027 -0.0004
H 0.478 -1.716 1.761 0.0122 0.0160 -0.0057
H -0.267 -3.307 1.832 -0.0081 -0.0268 -0.0079
H 0.606 -2.676 3.238 -0.0027 0.0024 0.0011
H -2.885 -2.086 4.409 0.0005 -0.0002 -0.0023
H -1.291 -2.721 4.862 -0.0011 -0.0018 -0.0013
H -2.284 -3.572 3.685 -0.0030 -0.0206 -0.0198
H -1.832 -4.605 2.144 0.0082 0.0137 0.0302
H -1.507 -4.580 0.404 -0.0007 0.0019 0.0031
H -2.653 -5.737 1.086 0.0008 0.0038 -0.0006
H -4.219 -3.704 2.968 0.0083 0.0016 0.0083
H -4.860 -5.018 1.967 0.0007 0.0006 0.0015
H -5.412 -3.348 1.726 -0.0004 0.0003 0.0012
H -3.324 -3.982 -1.252 0.0018 -0.0024 -0.0015
H -4.962 -3.626 -0.660 0.0025 -0.0094 -0.0008
H -4.264 -5.225 -0.416 0.0008 -0.0010 -0.0014
C 5.152 -1.880 2.427 0.0003 0.0020 0.0014
C 4.802 -1.052 1.205 0.0022 0.0022 0.0110
C 6.065 -0.692 0.430 -0.0008 0.0048 0.0013
O 3.984 -1.848 0.321 -0.0085 -0.0022 -0.0011
B 3.071 -1.009 -0.263 -0.0298 0.0547 0.0432
O 3.082 0.249 0.295 -0.0006 -0.0089 -0.0080
C 3.893 0.181 1.490 0.0072 -0.0057 0.0005
C 2.944 -0.030 2.663 -0.0034 -0.0004 0.0087
C 4.636 1.493 1.659 -0.0021 0.0040 -0.0031
H 5.784 -2.716 2.129 0.0003 -0.0006 -0.0002
H 4.259 -2.282 2.901 -0.0019 0.0002 -0.0006
H 5.699 -1.278 3.156 -0.0004 0.0012 -0.0002
H 6.541 -1.613 0.095 -0.0003 -0.0007 -0.0007
H 6.772 -0.139 1.050 -0.0001 -0.0009 0.0015
H 5.825 -0.094 -0.450 -0.0006 0.0011 -0.0013
H 2.413 -0.978 2.581 0.0134 0.0041 0.0021
H 2.201 0.769 2.659 0.0081 -0.0042 -0.0025
H 3.477 -0.008 3.615 0.0006 -0.0017 0.0004
H 5.174 1.768 0.754 0.0009 -0.0006 -0.0004
H 5.346 1.428 2.487 0.0009 -0.0010 0.0008
H 3.919 2.282 1.890 0.0038 -0.0003 -0.0018
C 2.717 4.621 0.136 -0.0117 -0.0013 -0.0081
N 1.394 4.023 -0.025 0.0062 -0.0140 -0.0072
N 1.310 3.204 -1.163 0.0152 0.0018 0.0206
C 0.637 2.014 -0.850 -0.0373 0.0380 -0.0133
O 0.298 1.182 -1.672 0.0833 -0.0289 0.0245
C 0.415 2.080 0.581 0.0240 0.0044 0.0073
C 0.903 3.247 1.027 -0.0068 -0.0022 -0.0151
C 0.967 3.759 2.423 -0.0049 0.0025 0.0003
C 1.295 3.808 -2.438 -0.0117 0.0057 -0.0057
C 1.618 3.037 -3.551 0.0100 -0.0073 0.0051
C 1.593 3.615 -4.810 0.0008 -0.0022 -0.0123
C 1.271 4.956 -4.968 -0.0024 -0.0036 0.0112
C 0.958 5.719 -3.853 0.0007 0.0031 -0.0027
C 0.958 5.150 -2.589 -0.0009 -0.0085 0.0070
H 2.931 5.249 -0.726 -0.0032 0.0035 -0.0059
H 3.493 3.855 0.224 0.0024 0.0006 -0.0004
H 2.709 5.248 1.026 -0.0007 -0.0009 0.0004
H -0.119 1.327 1.136 -0.0061 -0.0109 0.0010
H 0.380 3.111 3.071 -0.0019 0.0000 -0.0010
H 0.571 4.774 2.487 0.0020 0.0001 0.0036
H 1.994 3.771 2.798 -0.0013 -0.0001 -0.0014
H 1.869 1.996 -3.419 0.0051 0.0116 0.0045
H 1.832 3.007 -5.673 -0.0011 0.0009 -0.0018
H 1.259 5.401 -5.955 0.0003 0.0006 0.0008
H 0.694 6.763 -3.965 0.0001 0.0000 -0.0007
H 0.680 5.730 -1.720 0.0055 0.0010 0.0039
S -0.363 -4.139 -2.101 0.0363 -0.0045 -0.0200
C 0.086 -3.114 -3.413 0.0298 0.0147 -0.0356
N 0.666 -1.917 -3.164 -0.0782 0.0166 -0.0472
C 0.989 -1.122 -4.184 0.0260 -0.0088 -0.0097
C 0.789 -1.430 -5.514 0.0094 0.0016 0.0122
C 0.190 -2.663 -5.793 -0.0008 -0.0048 0.0047
C -0.161 -3.493 -4.759 0.0312 -0.0284 -0.0034
H 2.345 -1.319 -1.144 0.0232 -0.0309 -0.0159
H 1.433 -0.170 -3.904 -0.0097 0.0026 0.0072
H 1.075 -0.737 -6.294 -0.0035 -0.0068 -0.0083
H -0.004 -2.961 -6.817 0.0025 0.0029 -0.0021
H -0.633 -4.449 -4.938 -0.0016 0.0011 -0.0052
```
Forces are in eV/Å.

Calculated values
HOMO	-0.1310	Ha
LUMO level	0.0721	hartree
relative energy (zero: lowest compared OMol25 entry of this formula, charge and spin)	0.0	kJ/mol
charge	-1

Löwdin population analysis, charges in e, atoms 1 to 5:
1 K 0.65
2 C -0.09
3 C -0.19
4 C -0.19
5 C -0.11